C6H8N2S | ωB97M-V/def2-TZVPD

Geometry as XYZ:
```
17
Properties=species:S:1:pos:R:3
S -1.2714 1.4219 -0.6286
N 1.4919 -0.0848 -1.0997
N 2.2476 0.6499 -1.6558
C -0.0528 0.8937 1.7912
C -0.6910 1.7326 2.6376
C -1.4432 -0.8074 0.5593
C -0.8580 0.4395 0.6553
C -2.4716 0.3616 -1.0904
C -2.4463 -0.8405 -0.4236
H -3.1527 -1.6024 -0.6410
H 0.0174 2.2547 3.3840
H 3.1319 1.0767 -1.2634
H -3.1407 0.5139 -1.9154
H -1.7801 1.8788 2.5760
H 0.9656 0.5884 1.9375
H 2.1826 0.7510 -2.6946
H -1.1633 -1.6291 1.1073
```

Relative energy (zero: lowest compared OMol25 entry of this formula, charge and spin) in kcal per mole: 99.2
HOMO level in eV: -8.11
HOMO-LUMO gap in eV: 8.7945
E_tot in Ha: -740.96696